<w>
Here is a 2-piece molecular cluster, C6H7N3 overall from the Open Molecules 2025 dataset. Energies are from ωB97M-V/def2-TZVPD.

Computed properties:
HOMO energy: -8.066 eV
SMILES string: N=C=C1C=CC=N1.C=N

Cartesian coordinates (Å):
N (-1.06874, 1.12700, 0.45415)
C (0.03313, 0.65102, 0.47224)
C (1.27744, 0.22198, 0.20984)
C (2.31605, 0.94707, -0.46435)
C (3.43678, 0.13702, -0.52055)
C (2.98857, -1.10981, 0.15557)
N (1.80690, -0.99988, 0.64419)
H (-2.05801, 0.88368, 0.11302)
H (2.02428, 2.00387, -0.79340)
H (4.27267, 0.37867, -1.17071)
H (3.53341, -2.06203, 0.37790)
C (-3.68845, -0.46986, 0.50694)
N (-3.36201, -0.08970, -0.61232)
H (-4.58189, -0.94644, 0.73074)
H (-2.94985, -0.31703, 1.25846)
H (-3.98028, -0.35555, -1.36172)

***

<x>
Here is one molecule with the formula C6H7N3 from the Open Molecules 2025 dataset. Energies are from ωB97M-V/def2-TZVPD.

Computed properties:
HOMO energy: -8.550 eV
SMILES string: C#C[C@@]12C[C@@H]1N=CN2N

Cartesian coordinates (Å):
C (0.37429, 2.69722, -1.25497)
C (-0.20933, 1.55370, -0.89701)
C (-0.35781, 0.27343, -0.17977)
C (-0.94484, 0.33866, 1.20266)
C (-1.68426, -0.57386, 0.32879)
N (-1.25342, -1.90730, 0.35208)
C (-0.09656, -1.98177, -0.20372)
N (0.52686, -0.77383, -0.66735)
N (1.89045, -0.78982, -0.24280)
H (1.11134, 3.65708, -1.43847)
H (-0.42159, -0.19886, 1.99709)
H (-1.25974, 1.22817, 1.54796)
H (-2.60004, -0.18830, -0.17984)
H (0.58788, -2.95847, -0.14631)
H (2.42549, -0.10504, -0.90320)
H (1.91127, -0.27101, 0.68488)

***

<y>
Here is one molecule with the formula C6H7N3 from the Open Molecules 2025 dataset. Energies are from ωB97M-V/def2-TZVPD.

Computed properties:
HOMO energy: -9.475 eV
SMILES string: CC1=C(C#N)C(N)=NC1

Cartesian coordinates (Å):
C (-1.49951, 1.75674, -0.00942)
C (-0.69413, 0.48656, 0.06569)
C (0.63319, 0.34515, -0.06311)
C (1.62451, 1.31025, -0.43572)
N (2.47077, 2.04396, -0.63285)
C (0.81986, -1.31203, -0.02500)
N (2.00442, -1.98587, -0.03401)
N (-0.30825, -1.85518, 0.05211)
C (-1.28657, -0.80930, 0.29677)
H (-2.39512, 1.65147, 0.57114)
H (-1.64155, 2.30665, -0.87617)
H (-0.83529, 2.43250, 0.51734)
H (2.66630, -1.56718, -0.61874)
H (2.08793, -2.97051, 0.01302)
H (-1.36865, -0.86892, 1.41988)
H (-2.27792, -0.96429, -0.24092)

***

<z>
Here is a 2-piece molecular cluster, C6H7N3 overall from the Open Molecules 2025 dataset. Energies are from ωB97M-V/def2-TZVPD.

Computed properties:
HOMO energy: -7.579 eV

Cartesian coordinates (Å):
C (1.44261, 0.26880, -0.16098)
C (1.05071, 1.62467, -0.09373)
C (-0.37226, 1.64125, 0.22609)
C (-0.84730, 0.37024, 0.16062)
C (-2.21152, -0.04658, -0.07385)
C (-3.42236, -0.45050, -0.12128)
H (3.62216, -0.01140, -0.26382)
H (2.42405, -1.30987, -0.68372)
H (1.51110, 2.58797, -0.26839)
H (-0.95097, 2.60572, 0.57571)
H (-4.60973, -0.26406, -0.48772)
H (-0.68786, -2.49522, -0.20484)
H (0.61690, -2.04876, 1.28307)
N (2.66323, -0.52309, -0.00356)
N (0.32605, -0.45859, -0.07082)
N (0.47287, -1.80572, 0.13561)

***

Q: Which of them is the most stable? A: <y>.

***

<w>
Here is C2H10N4O as an isolated structure from the Open Molecules 2025 dataset. Energies are from ωB97M-V/def2-TZVPD.

Computed properties:
HOMO energy (spin up / spin down): -7.422 / -6.531 eV

Cartesian coordinates (Å):
C (-2.20173, 0.75238, -0.25413)
N (-0.84979, 0.24860, -0.23446)
O (-0.90444, -1.18967, -0.14040)
N (-0.15833, 0.48684, -2.26171)
N (0.91916, 0.17223, -2.37517)
H (-1.59918, -1.49559, -0.74602)
H (1.62998, -0.23020, -1.14340)
H (-2.76248, 0.47863, 0.65040)
H (-2.76853, 0.38689, -1.12826)
H (-2.14959, 1.84067, -0.32603)
C (1.86893, -0.62707, 1.08845)
N (1.05306, 0.24408, 1.73055)
H (1.46915, 1.14970, 1.91187)
H (0.12041, 0.34031, 1.23880)
H (1.47690, -1.63248, 0.98111)
H (2.93324, -0.54875, 1.28754)
H (1.92323, -0.37654, -0.27913)

***

<x>
Here is one molecule with the formula C2H10N4O from the Open Molecules 2025 dataset. Energies are from ωB97M-V/def2-TZVPD.

Computed properties:
HOMO energy: -8.114 eV
SMILES string: CN[N@@+](C)([O-])NN

Cartesian coordinates (Å):
C (0.64679, -0.51438, 1.82333)
N (0.61712, -1.03646, 0.46795)
N (-0.42299, -0.02933, -0.50024)
C (-0.79399, -0.85898, -1.64981)
O (-1.44141, 0.53112, 0.10383)
N (0.50381, 1.00876, -0.93070)
N (0.18202, 2.20706, -0.35565)
H (1.14292, -1.21925, 2.49220)
H (-0.36815, -0.30230, 2.18716)
H (1.21019, 0.42220, 1.84510)
H (0.22693, -1.97882, 0.50569)
H (-1.45460, -1.64670, -1.29656)
H (-1.32028, -0.23445, -2.36841)
H (0.11628, -1.26917, -2.07720)
H (1.43687, 0.64946, -0.68738)
H (-0.98313, 1.93087, -0.07327)
H (0.70162, 2.34037, 0.51396)

***

<y>
Here is a 3-piece molecular cluster, C2H10N4O overall from the Open Molecules 2025 dataset. Energies are from ωB97M-V/def2-TZVPD.

Computed properties:
HOMO energy: -8.493 eV
SMILES string: C1NN1.NC=O.N

Cartesian coordinates (Å):
C (1.26636, -1.45373, -0.71348)
N (0.18667, -0.53549, -0.91357)
N (1.57826, -0.11636, -0.32957)
H (1.75343, -1.87294, -1.59341)
H (1.11445, -2.13852, 0.11397)
H (0.06614, -0.20213, -1.86923)
H (2.12574, 0.38654, -1.02801)
N (-2.36503, -0.93043, -0.02724)
C (-1.43414, -0.02764, 0.44097)
O (-1.56443, 1.18487, 0.25441)
H (-2.94516, -0.60678, -0.78755)
H (-2.29230, -1.88578, 0.27410)
H (-0.90627, -0.41734, 1.32746)
N (0.86098, 2.27087, 1.45384)
H (-0.11279, 2.09407, 1.15522)
H (1.35941, 1.38547, 1.48389)
H (1.30868, 2.86532, 0.75820)

***

Q: Which of them is the most stable? A: <y>.

***

<w>
Here is a 3-piece molecular cluster, C3H10O3 overall from the Open Molecules 2025 dataset. Energies are from ωB97M-V/def2-TZVPD.

Computed properties:
HOMO energy: -8.762 eV
SMILES string: C=C(C)O.O.O

Cartesian coordinates (Å):
C (1.32620, 0.68132, -1.97250)
C (0.33355, 0.25234, -1.19706)
C (-0.19380, -1.16751, -1.18491)
O (-0.47839, 1.24527, -0.66345)
H (2.06460, 0.05896, -2.45710)
H (1.44480, 1.72981, -2.22149)
H (0.67147, -1.82136, -1.20844)
H (-0.87145, -1.22843, -2.03289)
H (-0.74059, -1.36313, -0.26885)
H (-1.17661, 0.78628, -0.21168)
O (-0.30218, 1.31289, 2.21832)
H (0.33753, 1.53606, 1.53664)
H (-1.00430, 1.95500, 2.23113)
O (-0.51816, -1.51458, 2.17278)
H (-0.34933, -1.90170, 3.02886)
H (-0.54334, -0.56120, 2.23063)

***

<x>
Here is a 2-piece molecular cluster, C3H10O3 overall from the Open Molecules 2025 dataset. Energies are from ωB97M-V/def2-TZVPD.

Computed properties:
HOMO energy: -10.246 eV
SMILES string: COCOC.O

Cartesian coordinates (Å):
C (0.78948, 0.60590, 0.32696)
O (-0.47898, 0.14119, -0.00560)
C (-0.95993, -0.48672, 1.12242)
O (-0.27465, -1.70733, 1.28223)
C (-0.46962, -2.59630, 0.21807)
H (0.91447, 1.54279, -0.24157)
H (1.61786, -0.07523, 0.06916)
H (0.84665, 0.83757, 1.40384)
H (-0.95283, 0.13695, 2.03700)
H (-2.01274, -0.74766, 0.90115)
H (-1.53922, -2.63609, -0.04832)
H (-0.15547, -3.59587, 0.56269)
H (0.10848, -2.33777, -0.68503)
O (1.21414, 3.69822, -2.48423)
H (0.38074, 3.41139, -2.92175)
H (0.97163, 3.80895, -1.53703)

***

Q: Which of them is the most stable? A: <w>.

***

<w>
Here is C5H9N3 as an isolated structure from the Open Molecules 2025 dataset. Energies are from ωB97M-V/def2-TZVPD.

Computed properties:
HOMO energy: -8.329 eV

Cartesian coordinates (Å):
C (-0.09501, 0.19701, 1.78882)
C (0.40522, 0.64607, 0.45282)
C (-0.28451, 1.95039, -0.05699)
C (-0.55134, 0.61717, -0.71197)
C (-0.61298, -1.39994, -0.58677)
H (0.65236, 0.50338, 2.48941)
H (-1.07519, 0.58038, 1.95482)
H (-0.03503, -0.88189, 1.81139)
H (-0.91418, 2.41084, 0.58145)
H (0.30331, 2.61661, -0.69823)
H (0.28601, 0.43830, -1.54005)
H (-1.02518, -2.45082, -0.52904)
H (1.34746, -2.13827, -0.71372)
H (2.03749, -0.18561, 0.78268)
N (-1.53887, -0.45457, -0.70079)
N (0.77586, -1.32511, -0.48564)
N (1.51368, -0.07134, -0.16416)

***

<x>
Here is one molecule with the formula C5H9N3 from the Open Molecules 2025 dataset. Energies are from ωB97M-V/def2-TZVPD.

Computed properties:
HOMO energy: -8.433 eV
SMILES string: [H]/N=C\NN1CC=CC1

Cartesian coordinates (Å):
H (-3.15682, 1.04064, 0.40143)
N (-3.08316, 1.22613, -0.64215)
C (-1.91587, 0.67444, -1.16970)
N (-0.78644, -0.06396, -0.51308)
N (-0.34361, -0.15886, 0.69663)
C (0.53931, 0.89864, 0.76692)
C (1.83099, 0.39909, -0.06542)
C (1.74684, -0.90424, -0.11355)
C (0.33587, -1.49548, 0.59593)
H (-2.06341, 0.50132, -2.41784)
H (0.09531, -0.34139, -1.31647)
H (0.83578, 0.95789, 2.05237)
H (-0.04059, 1.82125, 0.40205)
H (2.92352, 0.93601, 0.05447)
H (2.74045, -1.35257, -0.59012)
H (0.76566, -1.78903, 1.65246)
H (-0.42380, -2.34987, 0.20606)

***

Q: Which of them is the most stable? A: <w>.